1.
A structure of composition C4H5O5Tb, computed with ωB97M-V/def2-TZVPD.

ORCA input file:
```
! wB97M-V def2-TZVPD RIJCOSX def2/J DEFGRID3
* xyz 2 7
O 2.0325 0.8745 -0.2540
C 2.7574 -0.2348 -0.3875
C 0.6071 0.5177 -0.0455
O 3.9765 -0.0840 -0.4344
O 2.0661 -1.3103 -0.4022
C 0.6349 -0.9816 -0.3675
Tb 4.1964 2.2065 -0.3927
H 0.0142 1.1099 -0.7448
H 0.3801 0.7381 1.0001
H 0.2284 -1.2204 -1.3538
H 0.1767 -1.6007 0.4048
O -4.9199 -0.2416 1.0178
C -3.7461 0.2410 0.4137
O -2.7476 -0.1009 1.0531
H -5.6568 0.0866 0.4928
*
```

Calculated values
* E_HOMO (alpha / beta): -16.857 / -14.950 eV
* energy: -36881.39624 eV

***

2.
The ion C5H5IN3 with charge +1, computed with ωB97M-V/def2-TZVPD.

ORCA input file:
```
! wB97M-V def2-TZVPD RIJCOSX def2/J DEFGRID3
* xyz 1 1
H 0.2354 -2.5974 -0.7110
N 0.8836 -1.9086 -0.3859
C 0.4789 -0.7680 -0.0636
C -0.9730 -0.3056 0.1375
N -1.7245 -1.3301 0.4139
N -1.3111 0.9186 -0.0754
C -0.4494 1.9048 -0.1896
C 0.9500 1.6820 0.0704
C 1.4835 0.4264 0.1104
I 3.5300 -0.1315 0.1268
H -1.4883 -2.2703 0.1724
H -2.6395 -1.1482 0.8183
H -0.6417 2.9282 -0.5096
H 1.6662 2.5996 0.0854
*
```

Calculated values
* E_HOMO: -13.369 eV
* energy: -17827.89100 eV

***

3.
The ion C3H6O2P with charge -1, computed with ωB97M-V/def2-TZVPD.

ORCA input file:
```
! wB97M-V def2-TZVPD RIJCOSX def2/J DEFGRID3
* xyz -1 1
C -0.2495 1.7026 -0.0826
C 0.9445 1.3241 0.2666
P 1.9972 0.0159 -0.4972
O 3.3468 0.0742 0.3299
O 1.2388 -1.2377 0.3446
C -0.0374 -1.6505 -0.1006
H -0.6914 2.6396 0.3230
H -0.8067 1.3715 -0.8633
H 1.2867 1.7538 1.1646
H -0.0890 -2.1284 -1.0927
H -0.8080 -0.7745 -0.3041
H -0.1246 -2.3879 0.6734
*
```

Calculated values
* E_HOMO: -2.737 eV
* energy: -16591.84124 eV

***

4.
A cluster of 7 separate species, C8H28IN8O8 in total, computed with ωB97M-V/def2-TZVPD.

ORCA input file:
```
! wB97M-V def2-TZVPD RIJCOSX def2/J DEFGRID3
* xyz -1 1
I -36.1870 3.5516 -6.3116
C -33.0529 0.8325 -5.6291
C -33.4589 0.2428 -6.9633
O -32.4170 0.3735 -7.9363
O -32.8761 2.2314 -5.6825
H -32.0888 0.4252 -5.3266
H -33.8299 0.5110 -4.9307
H -34.3570 0.7010 -7.3943
H -33.6854 -0.8274 -6.8459
H -32.6334 -0.1939 -8.6794
H -33.7452 2.6654 -5.6292
C -37.0994 5.8269 -2.2535
C -38.2360 6.8115 -2.5038
O -39.3288 6.5691 -1.6090
O -37.2406 4.5978 -2.9738
H -37.0043 5.4853 -1.2210
H -36.1225 6.2639 -2.4877
H -38.6385 6.8204 -3.5152
H -37.8215 7.8234 -2.4056
H -38.9091 6.3265 -0.7788
H -37.1659 4.8282 -3.9106
C -40.4637 2.7778 -5.6675
O -41.6449 2.3887 -5.6188
N -40.1890 4.0587 -6.0669
N -39.4478 1.9910 -5.2870
H -39.2614 4.4498 -6.0259
H -40.9639 4.6798 -5.9237
H -39.6513 1.0680 -4.9630
H -38.5225 2.3598 -5.4814
C -36.3925 -0.7143 -3.9265
O -36.4225 -0.1953 -2.8132
N -36.4968 0.0082 -5.0658
N -36.3825 -2.0665 -4.1218
H -36.4533 -0.4121 -5.9743
H -36.5852 1.0142 -5.0260
H -36.4495 -2.6150 -4.9532
H -36.3782 -2.5902 -3.2598
C -33.2934 4.7322 -9.4230
O -32.6346 4.9037 -10.4531
N -32.9493 3.9661 -8.3685
N -34.5087 5.2984 -9.2062
H -32.1344 3.3810 -8.4431
H -33.6454 3.7272 -7.6773
H -35.0443 5.7983 -9.8865
H -34.9788 4.8871 -8.4130
C -37.6510 0.1559 -9.0596
O -38.2012 -0.6311 -9.8323
N -38.1970 0.6306 -7.8896
N -36.4974 0.7757 -9.3978
H -38.9559 0.1064 -7.4972
H -37.9208 1.5280 -7.5326
H -36.0541 0.4706 -10.2464
H -35.9633 1.3996 -8.8157
*
```

Calculated values
* E_HOMO: -6.508 eV
* energy: -45158.66650 eV

***

5.
A cluster of 2 separate species, CH3NO2P in total, computed with ωB97M-V/def2-TZVPD.

ORCA input file:
```
! wB97M-V def2-TZVPD RIJCOSX def2/J DEFGRID3
* xyz -1 1
C 1.4395 0.8561 0.4624
N 1.0897 -0.1269 -0.3318
O -1.4227 -1.3908 0.3950
O -1.5524 0.7873 -0.7196
P -1.8659 0.0345 0.5362
H 0.3830 1.0986 0.8340
H 0.2313 -0.5626 -0.3475
H 1.6976 -0.6963 -0.8288
*
```

Calculated values
* E_HOMO: -4.408 eV
* energy: -15960.08453 eV

***

6.
A structure of composition C4H7NO, computed with ωB97M-V/def2-TZVPD.

ORCA input file:
```
! wB97M-V def2-TZVPD RIJCOSX def2/J DEFGRID3
* xyz 0 1
C -1.0882 -0.0254 -2.4287
C -0.5368 0.0648 -1.0536
O -0.6135 -0.7979 -0.1386
C 0.0361 1.0033 -0.2231
C 0.8947 0.0471 2.7287
N 1.6359 -0.7416 2.0673
H -0.2812 0.0585 -3.1633
H -1.7801 0.8054 -2.5940
H -1.6100 -0.9764 -2.5546
H 1.1175 0.9413 -0.0743
H -0.1772 0.1897 2.5458
H 1.3357 0.6447 3.5311
H 1.0671 -1.2135 1.3574
*
```

Calculated values
* E_HOMO: -9.390 eV
* energy: -7794.27825 eV

***

> Which of these has the lowest energy?

C8H28IN8O8